<1>
The following is a DFT calculation (ωB97M-V/def2-TZVPD) of a cluster of 3 separate species, C4H13N2O2 in total.

Positions of all 21 atoms, in Å:
1 O -2.693 0.344 1.729
2 C -2.394 -0.748 1.565
3 C 0.778 0.669 0.743
4 C -0.077 1.288 -0.440
5 C -1.116 0.317 -1.044
6 N -0.638 -1.078 -1.118
7 N 0.111 0.125 1.953
8 H -1.566 -1.154 2.280
9 H 1.590 1.363 0.966
10 H 0.642 1.619 -1.193
11 H -0.572 2.152 -0.016
12 H -1.421 0.687 -2.008
13 H -1.945 0.332 -0.365
14 H -0.776 -1.457 -0.165
15 H 2.996 -1.868 -2.253
16 H -1.162 -1.607 -1.818
17 H -0.766 0.604 2.177
18 H 0.748 0.267 2.743
19 H 3.923 -0.700 -2.042
20 H 1.335 -0.198 0.219
21 O 3.001 -0.956 -1.913

Results
Total charge   +1
LUMO energy   -8.1 eV
HOMO level   -13.24 eV

=====

<2>
The following is a DFT calculation (ωB97M-V/def2-TZVPD) of a cluster of 2 separate species, C4H13N2O2 in total.

Positions of all 21 atoms, in Å:
1 N 0.092 -1.155 0.707
2 C -0.571 -0.208 -0.274
3 C -0.908 1.180 0.320
4 C -1.192 1.212 1.784
5 O -0.599 0.525 2.590
6 C 0.194 -0.229 -1.623
7 N -0.134 -1.391 -2.370
8 H -0.570 -1.397 1.462
9 H 0.913 -0.713 1.264
10 H 0.502 -1.980 0.354
11 H -1.668 -0.521 -0.424
12 H -0.187 2.062 0.251
13 H -1.874 1.484 -0.183
14 H -1.883 1.970 2.114
15 H -0.222 0.739 -2.062
16 H 1.281 -0.062 -1.550
17 H 0.342 -2.248 -2.282
18 H -0.553 -1.191 -3.250
19 H 2.904 0.558 0.446
20 H 1.847 1.034 1.593
21 O 2.289 0.329 1.132

Results
Total charge   +1
LUMO energy   -3.2 eV
HOMO level   -13.15 eV

=====

<3>
The following is a DFT calculation (ωB97M-V/def2-TZVPD) of a cluster of 2 separate species, C4H13N2O2 in total.

Positions of all 21 atoms, in Å:
1 O -0.240 -1.521 0.649
2 C -0.751 -0.419 0.743
3 N -1.984 -0.208 1.375
4 C -0.060 0.837 0.425
5 N 1.169 0.758 -0.512
6 C 2.226 -0.187 0.069
7 C -1.002 1.955 -0.105
8 H -2.310 -1.167 1.519
9 H -2.707 0.424 0.912
10 H 0.518 1.090 1.466
11 H 1.058 0.362 -1.455
12 H 1.563 1.616 -0.674
13 H 1.703 -0.278 1.023
14 H 2.176 -1.208 -0.293
15 H 3.217 0.072 0.069
16 H -1.707 2.436 0.627
17 H -0.582 2.951 -0.469
18 H -1.648 1.683 -0.923
19 H 0.933 -1.868 -2.327
20 H 0.016 -1.535 -1.287
21 O 0.364 -1.172 -2.026

Results
Total charge   +1
LUMO energy   -3.2 eV
HOMO level   -14.64 eV

=====

Stability comparison, relative energies in kcal/mol: <1> 94.6; <2> 0.0; <3> 3.6

=====

<1>
The following is a DFT calculation (ωB97M-V/def2-TZVPD) of an isolated molecule of C20H29N3O2.

Positions of all 54 atoms, in Å:
1 C 3.645 0.233 -3.010
2 C 3.199 -0.255 -4.384
3 C 3.304 -1.773 -4.544
4 C 2.326 -2.571 -3.680
5 C 0.874 -2.402 -4.122
6 C -0.091 -3.339 -3.395
7 C -0.174 -3.069 -1.890
8 N -0.581 -1.712 -1.612
9 C 0.242 -0.799 -1.077
10 O 1.384 -1.022 -0.728
11 C -0.394 0.594 -0.942
12 N -1.473 0.628 0.031
13 N -1.093 1.041 1.264
14 C -1.959 1.361 2.147
15 C -1.460 1.812 3.441
16 C -0.137 1.541 3.804
17 C 0.358 1.959 5.019
18 C -0.442 2.664 5.915
19 C 0.114 3.118 7.229
20 C -1.752 2.943 5.550
21 C -2.260 2.524 4.335
22 C -3.437 1.305 1.850
23 C -3.695 0.167 0.868
24 C -2.714 0.181 -0.284
25 O -2.983 -0.235 -1.401
26 H 3.010 -0.161 -2.222
27 H 4.669 -0.078 -2.813
28 H 3.605 1.320 -2.967
29 H 3.829 0.213 -5.146
30 H 2.173 0.066 -4.570
31 H 4.323 -2.076 -4.288
32 H 3.139 -2.030 -5.594
33 H 2.434 -2.263 -2.641
34 H 2.591 -3.629 -3.746
35 H 0.556 -1.371 -3.954
36 H 0.802 -2.599 -5.195
37 H 0.222 -4.375 -3.540
38 H -1.089 -3.226 -3.826
39 H 0.799 -3.214 -1.419
40 H -0.893 -3.759 -1.435
41 H -1.509 -1.424 -1.902
42 H 0.373 1.290 -0.602
43 H -0.795 0.906 -1.911
44 H 0.482 0.993 3.112
45 H 1.382 1.736 5.285
46 H 0.854 3.902 7.071
47 H 0.609 2.293 7.739
48 H -0.671 3.509 7.872
49 H -2.387 3.496 6.227
50 H -3.279 2.773 4.079
51 H -3.737 2.261 1.407
52 H -4.019 1.151 2.757
53 H -3.566 -0.797 1.373
54 H -4.708 0.198 0.465

Results
Total charge   0
LUMO energy   0.3 eV
HOMO level   -8.41 eV
Structure (SMILES)   CCCCCCCNC(=O)CN1N=C(c2ccc(C)cc2)CCC1=O

=====

<2>
The following is a DFT calculation (ωB97M-V/def2-TZVPD) of an isolated molecule of C20H29N3O2.

Positions of all 54 atoms, in Å:
1 C 1.027 3.272 1.048
2 N 1.492 1.950 0.681
3 C 2.631 2.001 -0.224
4 C 2.222 2.426 -1.644
5 N 0.993 1.777 -2.047
6 C 0.912 0.424 -2.111
7 O 1.880 -0.298 -2.161
8 C -0.530 -0.088 -2.168
9 C -0.593 -1.606 -1.999
10 C -1.620 -1.860 -0.915
11 O -2.017 -2.939 -0.534
12 N -2.033 -0.668 -0.428
13 C -3.058 -0.564 0.585
14 C -2.684 0.376 1.747
15 C -3.494 1.649 1.515
16 C -4.811 1.116 0.959
17 C -4.385 -0.010 0.015
18 C -1.382 0.479 -1.012
19 C 1.803 1.165 1.877
20 C 2.108 -0.272 1.547
21 C 3.418 -0.734 1.522
22 C 3.696 -2.048 1.191
23 C 2.667 -2.920 0.884
24 C 1.357 -2.474 0.919
25 C 1.083 -1.159 1.249
26 H 1.787 3.851 1.598
27 H 0.142 3.182 1.678
28 H 0.755 3.829 0.153
29 H 3.423 2.676 0.143
30 H 3.034 0.990 -0.292
31 H 3.016 2.125 -2.332
32 H 2.079 3.504 -1.722
33 H 0.144 2.285 -1.860
34 H -0.948 0.215 -3.132
35 H -0.877 -2.133 -2.909
36 H 0.380 -1.990 -1.683
37 H -3.189 -1.590 0.942
38 H -1.613 0.563 1.797
39 H -2.988 -0.083 2.689
40 H -3.629 2.227 2.428
41 H -3.003 2.284 0.776
42 H -5.395 1.883 0.452
43 H -5.413 0.711 1.774
44 H -5.141 -0.789 -0.061
45 H -4.216 0.381 -0.989
46 H -2.126 1.201 -1.365
47 H -0.741 0.970 -0.267
48 H 2.652 1.608 2.428
49 H 0.922 1.208 2.527
50 H 4.228 -0.059 1.765
51 H 4.721 -2.390 1.170
52 H 2.884 -3.944 0.620
53 H 0.544 -3.148 0.691
54 H 0.059 -0.825 1.280

Results
Total charge   0
LUMO energy   0.6 eV
HOMO level   -8.85 eV
Structure (SMILES)   CN(CCNC(=O)[C@H]1CC(=O)N(C2CCCC2)C1)Cc1ccccc1

=====

Stability comparison, relative energies in kcal/mol: <1> 9.9; <2> 0.0

=====

<1>
The following is a DFT calculation (ωB97M-V/def2-TZVPD) of a cluster of 3 separate species, C4H10NOS2 in total.

Positions of all 18 atoms, in Å:
1 N -1.681 0.347 -1.766
2 C -1.822 -0.968 -2.195
3 C -0.693 -7.363 3.300
4 O -1.269 -7.838 2.357
5 C -2.756 -1.494 -2.981
6 S 1.373 4.645 0.430
7 S 1.264 2.759 -0.310
8 C 2.474 1.716 0.571
9 H -0.783 0.487 -1.326
10 H -1.800 1.065 -2.476
11 H -1.119 -1.673 -1.786
12 H -1.278 -6.763 4.012
13 H 0.375 -7.572 3.426
14 H -3.550 -0.913 -3.459
15 H -2.925 -2.566 -3.083
16 H 3.507 1.910 0.319
17 H 2.207 0.703 0.247
18 H 2.307 1.835 1.651

Results
Total charge   -1
LUMO energy   2.1 eV
HOMO level   -2.11 eV

=====

<2>
The following is a DFT calculation (ωB97M-V/def2-TZVPD) of a cluster of 3 separate species, C4H10NOS2 in total.

Positions of all 18 atoms, in Å:
1 N -1.283 -0.446 -1.618
2 C -2.262 0.306 -1.049
3 C 3.391 4.922 2.831
4 O 2.248 5.240 2.593
5 C -2.623 1.561 -1.343
6 S 0.162 -5.502 -1.777
7 S -0.761 -4.412 -0.366
8 C 0.707 -3.665 0.409
9 H -1.323 -1.453 -1.692
10 H -0.779 -0.089 -2.419
11 H -2.700 -0.135 -0.152
12 H 4.221 5.300 2.205
13 H 3.457 4.264 3.693
14 H -2.191 2.217 -2.092
15 H -3.333 2.153 -0.780
16 H 1.683 -3.961 0.039
17 H 0.633 -3.675 1.492
18 H 0.752 -2.625 0.025

Results
Total charge   -1
LUMO energy   2.2 eV
HOMO level   -2.01 eV

=====

<3>
The following is a DFT calculation (ωB97M-V/def2-TZVPD) of a structure of composition C4H10NOS2.

Positions of all 18 atoms, in Å:
1 C -0.933 1.734 -0.296
2 C -1.320 0.247 0.005
3 C -0.771 -0.148 1.344
4 C 0.658 -0.663 1.557
5 N 1.698 -0.622 -0.259
6 O 2.073 0.602 -0.238
7 S -0.631 -1.909 1.669
8 S 0.526 -1.926 -2.421
9 H -1.079 1.796 -1.411
10 H 0.223 1.822 0.022
11 H -1.444 2.439 0.397
12 H -0.934 -0.354 -0.760
13 H -2.416 0.205 0.010
14 H -1.234 0.433 2.060
15 H 1.170 -0.296 2.557
16 H 2.526 -1.198 0.147
17 H 1.197 -1.278 -1.295
18 H 0.690 -0.886 -3.089

Results
Total charge   -1
LUMO energy (alpha / beta)   3.4 / 3.4 eV
HOMO level (alpha / beta)   -3.15 / -3.15 eV

=====

Stability comparison, relative energies in kcal/mol: <1> 0.0; <2> 9.0; <3> 91.2

=====

<1>
The following is a DFT calculation (ωB97M-V/def2-TZVPD) of the ion C4H7N2O with charge +1.

Positions of all 14 atoms, in Å:
1 C -0.653 1.612 1.191
2 C 0.248 -0.622 0.489
3 C -0.119 0.326 1.650
4 C 0.374 -1.015 -1.975
5 N -0.272 1.070 -1.204
6 N 0.055 -0.057 -0.944
7 O 0.619 -1.721 0.523
8 H -0.094 2.492 1.313
9 H 0.817 0.437 2.125
10 H -0.795 -0.251 2.311
11 H -1.748 1.473 0.995
12 H 1.486 -1.138 -1.825
13 H -0.088 -2.076 -1.808
14 H 0.171 -0.531 -2.843

Results
Total charge   +1
LUMO energy (alpha / beta)   -6.3 / -6.1 eV
HOMO level (alpha / beta)   -14.66 / -14.82 eV

=====

<2>
The following is a DFT calculation (ωB97M-V/def2-TZVPD) of the ion C4H7N2O with charge +1.

Positions of all 14 atoms, in Å:
1 N 1.853 1.461 -0.587
2 C 0.901 0.328 -0.221
3 C -0.096 0.545 0.602
4 C -1.228 -0.436 0.836
5 N -1.079 -1.543 0.049
6 C -1.656 -2.492 -0.347
7 O -2.067 -3.451 -0.831
8 H 1.659 2.340 -0.306
9 H 1.525 1.446 -1.605
10 H 2.818 1.275 -0.441
11 H 0.971 -0.435 -0.898
12 H -0.062 1.429 1.235
13 H -2.173 0.298 0.658
14 H -1.365 -0.767 1.855

Results
Total charge   +1
LUMO energy   -3.9 eV
HOMO level   -13.87 eV
Structure (SMILES)   [NH3+]/C=C/CN=C=O

=====

<3>
The following is a DFT calculation (ωB97M-V/def2-TZVPD) of the ion C4H7N2O with charge +1.

Positions of all 14 atoms, in Å:
1 C -0.440 -0.730 -0.208
2 C 0.576 -1.673 0.234
3 C 0.619 1.450 0.414
4 C -0.189 0.713 -0.676
5 N -2.486 0.256 -0.404
6 N -1.773 1.115 -0.723
7 O -1.606 -1.022 -0.047
8 H 1.397 -1.689 -0.577
9 H 0.041 -2.743 0.382
10 H 1.084 -1.287 1.135
11 H 0.661 0.811 1.224
12 H 1.614 1.529 0.128
13 H 0.144 2.369 0.691
14 H 0.358 0.900 -1.572

Results
Total charge   +1
LUMO energy   -5.4 eV
HOMO level   -16.58 eV

=====

<4>
The following is a DFT calculation (ωB97M-V/def2-TZVPD) of a cluster of 2 separate species, C4H7N2O in total.

Positions of all 14 atoms, in Å:
1 C 0.792 -0.979 1.515
2 C -0.055 -0.390 0.506
3 C -1.303 2.231 -2.442
4 C 0.663 -0.470 2.754
5 N -0.712 2.817 -3.261
6 N -1.524 1.524 -1.451
7 O 0.010 -0.435 -0.682
8 H 1.545 -1.777 1.408
9 H -0.877 0.208 1.015
10 H -0.061 0.366 2.859
11 H 1.339 -0.513 3.587
12 H -0.471 2.939 -4.236
13 H -2.464 1.306 -1.030
14 H -0.933 0.587 -1.235

Results
Total charge   +1
LUMO energy   -3.9 eV
HOMO level   -14.51 eV

=====

Stability comparison, relative energies in kcal/mol: <1> 64.8; <2> 0.0; <3> 43.4; <4> 11.9

=====

<1>
The following is a DFT calculation (ωB97M-V/def2-TZVPD) of a cluster of 2 separate species, N2O3 in total.

Positions of all 5 atoms, in Å:
1 N 0.039 1.407 -0.222
2 N -0.404 -0.613 0.203
3 O 1.165 1.334 -0.374
4 O 0.657 -1.049 -0.052
5 O -1.457 -1.079 0.445

Results
Multiplicity   3
Total charge   0
<S²>   2.01
LUMO energy (alpha / beta)   -0.1 / -2.3 eV
HOMO level (alpha / beta)   -8.53 / -12.52 eV

=====

<2>
The following is a DFT calculation (ωB97M-V/def2-TZVPD) of a cluster of 2 separate species, N2O3 in total.

Positions of all 5 atoms, in Å:
1 N 1.295 0.396 0.028
2 N -0.661 0.126 0.253
3 O -1.429 0.480 1.105
4 O 1.610 -0.454 -0.669
5 O -0.815 -0.548 -0.718

Results
Multiplicity   3
Total charge   0
<S²>   2.01
LUMO energy (alpha / beta)   -0.3 / -2.8 eV
HOMO level (alpha / beta)   -8.67 / -12.37 eV

=====

Stability comparison, relative energies in kcal/mol: <1> 0.0; <2> 6.3

=====

<1>
The following is a DFT calculation (ωB97M-V/def2-TZVPD) of a cluster of 2 separate species, CH3N3O in total.

Positions of all 8 atoms, in Å:
1 N -3.680 -0.615 -0.284
2 N -2.854 0.099 -0.019
3 O -2.039 0.827 0.415
4 C 0.005 0.094 -0.717
5 N 0.183 -0.932 -0.029
6 H 0.150 1.055 -0.267
7 H -0.446 0.127 -1.712
8 H 0.615 -0.595 0.791

Results
Total charge   0
LUMO energy   0.9 eV
HOMO level   -10.28 eV
Structure (SMILES)   N#[N+][O-].C=N

=====

<2>
The following is a DFT calculation (ωB97M-V/def2-TZVPD) of a cluster of 2 separate species, CH3N3O in total.

Positions of all 8 atoms, in Å:
1 N -2.437 -0.974 0.185
2 N -2.321 0.123 0.054
3 O -2.287 1.242 -0.176
4 C 1.664 0.154 0.102
5 N 0.540 -0.361 0.171
6 H 2.356 -0.208 -0.583
7 H 1.945 1.152 0.653
8 H 0.540 -1.128 -0.408

Results
Total charge   0
LUMO energy   1.1 eV
HOMO level   -10.47 eV
Structure (SMILES)   N#[N+][O-].C=N

=====

<3>
The following is a DFT calculation (ωB97M-V/def2-TZVPD) of an isolated molecule of CH3N3O.

Positions of all 8 atoms, in Å:
1 C -0.447 0.527 -0.052
2 N 0.778 0.868 -0.768
3 N 1.470 -0.107 -0.777
4 O 0.953 -1.211 -0.210
5 N -0.375 -0.862 0.332
6 H -0.699 1.320 0.703
7 H -1.261 0.473 -0.649
8 H -0.419 -1.009 1.421

Results
Total charge   0
LUMO energy   0.8 eV
HOMO level   -9.61 eV
Structure (SMILES)   C1N=NON1

=====

Stability comparison, relative energies in kcal/mol: <1> 1.4; <2> 0.0; <3> 29.5